[1]
Here is 2 unconnected molecules or ions with the total composition C6H17P2 from the OMol25 dataset. Energies are from the ωB97M-V functional and the def2-TZVPD basis.

## Properties
E_HOMO (spin up / spin down) ... -0.469 / -0.475 hartree
ΔE to the lowest compared entry with this formula, charge and spin ... 75.54 kcal/mol
E_LUMO (spin up / spin down) ... -6.231 / -5.826 eV
E_tot ... -921.099282 Eh
Gap between HOMO and LUMO (spin up / spin down) ... 6.532 / 7.093 eV
Net charge ... +1

Geometry as XYZ:
```
25
Properties=species:S:1:pos:R:3:forces:R:3:nbo_charge:R:1
C 0.961 -3.004 0.949 -0.9 -1.0 2.2 -0.795
C 1.284 1.812 -0.748 2.8 -1.5 -2.1 -0.642
C 0.377 1.459 1.692 -0.7 -0.5 -2.4 -0.613
C -1.489 0.382 -2.179 0.4 1.2 -1.4 -1.002
C 1.023 -2.415 -0.369 2.7 1.4 0.9 0.048
C 0.075 1.630 0.054 -1.7 -0.7 2.2 -0.436
P -2.678 -0.142 0.729 0.4 -0.2 1.0 0.086
P -0.929 0.007 -0.473 2.2 1.1 -0.7 0.644
H -0.057 -2.870 1.410 0.8 0.0 -0.5 0.279
H 1.046 -4.137 1.064 -0.2 0.9 -1.2 0.328
H 1.720 -2.750 1.701 -0.1 0.7 -0.6 0.266
H 2.143 1.118 -0.407 -1.3 0.7 -0.7 0.205
H 1.686 2.818 -0.519 -0.2 -0.4 -0.7 0.245
H 1.074 1.608 -1.926 0.7 0.9 2.8 0.224
H -0.488 1.798 2.295 0.8 0.1 -0.3 0.231
H 1.362 1.909 1.967 -1.0 -0.3 -0.2 0.240
H 0.382 0.346 1.784 0.6 0.8 0.4 0.191
H -1.555 1.557 -2.233 0.6 -2.2 -0.3 0.262
H -2.527 0.079 -2.424 0.6 -0.3 0.4 0.270
H -0.770 -0.102 -2.962 -1.3 1.3 1.3 0.267
H 0.283 -2.587 -1.061 -1.5 -0.6 -1.5 0.197
H 2.020 -1.972 -0.751 -1.9 -0.5 0.6 0.237
H -0.484 2.553 -0.227 -0.7 -0.9 0.7 0.232
H -1.662 -0.382 1.775 -1.2 0.4 -0.3 0.013
H -2.799 1.283 0.855 0.2 -0.4 0.3 0.024
```
Forces are in eV/Å.

[2]
Here is a molecular structure, C6H18AgClO6 from the OMol25 dataset. Energies are from the ωB97M-V functional and the def2-TZVPD basis.

## Properties
E_HOMO (spin up / spin down) ... -0.471 / -0.446 hartree
ΔE to the lowest compared entry with this formula, charge and spin ... 220.89 kcal/mol
E_LUMO (spin up / spin down) ... -5.445 / -8.815 eV
E_tot ... -1297.242242 Eh
Spin multiplicity ... 2
Gap between HOMO and LUMO (spin up / spin down) ... 7.359 / 3.326 eV
Expectation value of S² ... 0.76
Net charge ... +1

Geometry as XYZ:
```
32
Properties=species:S:1:pos:R:3:forces:R:3:nbo_charge:R:1
Ag -1.315 2.819 1.479 -4.3 8.5 4.0 0.889
Cl -0.486 1.231 0.734 4.9 -2.8 -6.4 -0.346
C -0.665 0.286 -2.206 4.3 -1.6 -2.3 -0.138
C 0.767 -0.044 -1.586 -2.5 0.0 -1.2 -0.103
O 1.699 0.941 -1.850 0.7 0.9 -0.5 -0.674
O -1.244 1.449 -1.775 0.9 3.6 -2.2 -0.630
H -1.345 -0.527 -1.953 1.7 -0.3 -1.8 0.246
H -0.468 0.371 -3.275 -0.3 0.2 -0.1 0.210
H 1.113 -0.933 -2.114 0.0 -0.2 0.5 0.212
H 0.621 -0.149 -0.511 0.5 -0.9 -0.6 0.127
H 1.300 1.794 -1.664 -0.1 0.4 -0.3 0.467
H -1.231 1.468 -0.815 1.3 1.9 -2.0 0.380
C 2.561 0.782 0.873 1.2 -0.6 0.5 -0.147
C 2.558 -0.772 0.905 -0.3 -0.4 1.1 -0.070
O 3.503 -1.292 0.035 0.8 1.1 -1.9 -0.726
O 1.693 1.449 1.797 2.6 -0.3 0.3 -0.578
H 2.313 1.091 -0.143 0.2 0.0 0.0 0.241
H 3.601 1.051 1.059 -0.2 0.6 0.2 0.220
H 1.547 -1.077 0.637 -0.1 -0.6 0.5 0.138
H 2.900 -1.171 1.860 -0.9 0.5 0.8 0.189
H 3.578 -2.247 -0.031 -0.5 0.0 0.5 0.496
H 0.801 1.135 1.632 1.5 -0.6 1.3 0.399
C -2.983 -0.966 -0.010 0.3 1.1 0.8 -0.102
C -2.250 -1.225 1.332 0.1 -1.2 1.0 -0.139
O -1.834 -0.113 2.062 -3.3 -1.9 1.7 -0.606
O -2.279 -0.055 -0.898 -6.2 -4.1 5.2 -0.627
H -3.932 -0.510 0.272 -0.2 -0.1 -0.2 0.206
H -3.135 -1.967 -0.414 0.0 0.3 -0.7 0.224
H -1.491 -2.007 1.326 0.9 0.4 -1.0 0.196
H -2.928 -1.799 1.963 -0.9 0.5 0.0 0.233
H -1.063 0.310 1.677 -0.1 -2.2 1.8 0.369
H -1.907 0.676 -0.400 -2.2 -1.9 0.9 0.442
```
Forces are in eV/Å.

[3]
Here is a molecular structure, C6H18AlFO3 from the OMol25 dataset. Energies are from the ωB97M-V functional and the def2-TZVPD basis.

## Properties
E_HOMO (spin up / spin down) ... -0.787 / -0.787 hartree
E_LUMO (spin up / spin down) ... -14.708 / -15.658 eV
E_tot ... -805.997235 Eh
Spin multiplicity ... 2
Gap between HOMO and LUMO (spin up / spin down) ... 6.718 / 5.766 eV
Expectation value of S² ... 1.76
Net charge ... +3

Geometry as XYZ:
```
29
Properties=species:S:1:pos:R:3:forces:R:3:nbo_charge:R:1
Al 2.191 -0.833 4.098 0.0 0.0 0.1 0.996
F 1.113 -0.097 1.431 -0.5 0.1 -0.5 -0.893
C -0.033 4.450 1.276 0.0 1.3 1.0 -0.600
C 0.695 3.246 0.734 -1.5 -0.7 0.4 -0.107
O 1.289 2.557 1.761 0.5 1.6 -0.1 -0.205
H 0.611 5.158 1.796 0.0 0.0 -0.1 0.277
H -0.715 4.010 2.004 -0.2 0.2 0.1 0.248
H -0.615 4.961 0.509 0.3 -0.1 -0.3 0.286
H 1.546 3.471 0.091 0.7 0.7 -0.7 0.348
H -0.073 2.648 0.245 0.5 -0.5 -0.5 0.186
H 1.066 1.630 1.643 0.0 -2.7 0.1 0.528
C 1.485 -4.283 -1.015 -0.4 -0.7 -1.2 -0.652
C 1.069 -2.900 -0.715 2.2 -1.7 1.0 -0.144
O 2.095 -2.343 0.043 -0.9 -0.4 -1.1 -0.210
H 2.526 -4.376 -1.323 0.1 0.2 0.2 0.287
H 0.912 -4.628 -1.875 -0.2 -0.4 0.3 0.270
H 1.318 -4.891 -0.125 -0.1 -0.3 -0.1 0.281
H 0.084 -2.826 -0.255 -0.5 0.5 0.6 0.284
H 0.926 -2.338 -1.637 0.2 0.9 -0.9 0.335
H 1.796 -1.495 0.378 -0.3 2.0 1.3 0.525
C -3.094 -0.202 -1.330 0.4 0.1 -0.9 -0.662
C -1.587 -0.029 -1.105 -3.8 -0.7 1.5 -0.156
O -1.334 -0.333 0.245 -1.3 0.2 -1.5 -0.200
H -3.737 0.395 -0.682 0.3 -0.1 0.4 0.279
H -3.381 -1.252 -1.282 -0.1 -0.1 0.2 0.275
H -3.367 0.126 -2.333 0.3 0.0 -0.2 0.278
H -1.350 1.010 -1.333 0.9 0.7 0.0 0.321
H -1.003 -0.670 -1.766 0.8 -0.1 -0.3 0.302
H -0.431 -0.166 0.522 2.5 0.2 1.1 0.523
```
Forces are in eV/Å.

[4]
Here is a molecular structure, C6H18AlN4O4P from the OMol25 dataset. Energies are from the ωB97M-V functional and the def2-TZVPD basis.

## Properties
E_HOMO ... -0.502 hartree
ΔE to the lowest compared entry with this formula, charge and spin ... 3.09 kcal/mol
E_LUMO ... -11.663 eV
E_tot ... -1342.242369 Eh
Gap between HOMO and LUMO ... 1.997 eV
Net charge ... +2

Geometry as XYZ:
```
34
Properties=species:S:1:pos:R:3:forces:R:3:nbo_charge:R:1
Al 3.992 -5.868 -0.187 0.0 -0.1 0.1 0.999
N 2.107 -3.635 4.514 -1.2 0.1 1.6 0.698
O 1.969 -3.190 5.673 0.2 -0.6 -1.7 -0.245
O 1.260 -4.373 4.010 -0.5 -0.1 0.4 -0.273
O 3.053 -3.361 3.820 1.5 0.7 -0.5 -0.292
O 0.598 -1.326 -0.412 0.1 0.6 -0.4 -1.007
P -0.016 0.006 -0.546 -2.0 0.5 0.5 2.362
N -0.560 0.358 -2.126 0.3 0.2 0.8 -0.641
C -0.310 -0.465 -3.321 -0.1 -1.3 1.7 -0.432
C -1.404 1.523 -2.414 0.1 -0.5 0.5 -0.419
N 0.959 1.330 -0.163 0.2 -1.5 -0.8 -0.647
C 2.382 1.208 -0.478 0.9 -0.6 0.8 -0.443
C 0.564 2.622 0.346 -0.1 0.4 -0.7 -0.426
N -1.437 0.178 0.508 0.6 -1.3 -3.1 -0.607
C -2.755 -0.523 0.171 2.1 0.1 -0.6 -0.412
C -1.351 0.501 1.872 -0.1 0.4 1.6 -0.447
H 0.040 -1.423 -2.938 0.9 0.2 -0.2 0.239
H 0.370 0.030 -4.014 -0.3 -0.1 -0.1 0.238
H -1.255 -0.830 -3.724 -0.3 0.9 -0.6 0.236
H -1.036 2.038 -3.301 -0.3 -0.2 -0.1 0.237
H -1.479 2.239 -1.595 0.1 -0.2 0.1 0.219
H -2.386 1.062 -2.516 -0.4 0.6 -0.6 0.232
H 2.812 1.909 -1.193 -0.6 0.3 -0.1 0.235
H 2.897 1.345 0.472 0.2 0.5 0.2 0.241
H 2.760 0.217 -0.729 -0.9 -0.2 -0.4 0.245
H 0.362 2.532 1.413 -0.1 0.5 -0.1 0.242
H 1.347 3.338 0.096 0.3 -0.2 0.6 0.245
H -0.252 3.026 -0.254 -0.5 -0.2 0.6 0.225
H -2.857 -1.368 0.851 -0.3 0.3 0.2 0.234
H -3.585 0.184 0.181 0.1 0.0 0.3 0.243
H -2.661 -0.967 -0.820 -0.1 0.2 -0.1 0.218
H -1.888 -0.247 2.456 -0.3 -0.1 0.0 0.240
H -1.875 1.446 2.011 0.1 0.2 0.5 0.233
H -0.365 0.485 2.337 0.2 0.4 -0.5 0.232
```
Forces are in eV/Å.

[5]
Here is a molecular structure, C6H18FNaO8P2 from the OMol25 dataset. Energies are from the ωB97M-V functional and the def2-TZVPD basis.

## Properties
E_HOMO ... -0.270 hartree
ΔE to the lowest compared entry with this formula, charge and spin ... 0.00 kcal/mol
E_LUMO ... 0.059 eV
E_tot ... -1786.424227 Eh
Gap between HOMO and LUMO ... 7.411 eV

Geometry as XYZ:
```
36
Properties=species:S:1:pos:R:3:forces:R:3:nbo_charge:R:1
Na -0.667 -0.508 -2.569 -0.7 -1.0 -0.8 0.964
F -1.949 -2.107 -3.885 0.7 0.8 0.8 -0.979
C 1.997 0.263 1.130 -0.5 -0.2 1.0 -0.247
O 2.681 -0.629 0.269 0.2 0.0 -0.4 -0.809
P 1.976 -1.701 -0.658 0.6 -0.5 -1.1 2.584
O 1.415 -1.258 -1.972 0.4 0.1 1.6 -1.147
O 0.954 -2.370 0.340 0.4 -0.3 -0.4 -0.823
C 0.196 -3.506 -0.165 -0.7 0.3 -0.1 -0.263
O 3.156 -2.777 -0.866 -1.0 0.6 0.5 -0.806
C 3.980 -2.669 -2.024 0.6 0.4 -0.5 -0.248
H 0.921 0.094 1.079 0.0 0.4 -0.3 0.187
H 2.277 1.301 0.972 0.0 -0.1 -0.5 0.190
H 2.262 0.055 2.173 0.2 -0.3 -0.2 0.191
H -0.038 -4.119 0.699 0.1 -0.1 0.0 0.199
H 0.719 -4.075 -0.930 0.3 0.1 0.2 0.205
H -0.718 -3.129 -0.625 0.0 -0.1 0.1 0.215
H 3.664 -3.327 -2.832 -0.3 0.0 0.2 0.197
H 5.006 -2.922 -1.761 -0.1 -0.1 0.3 0.191
H 3.991 -1.641 -2.392 -0.1 -0.1 -0.1 0.191
C -3.845 3.310 0.754 0.2 1.6 0.0 -0.254
O -3.350 2.294 -0.100 0.3 -0.8 0.0 -0.800
P -2.060 1.455 0.247 -0.7 -0.2 0.6 2.605
O -1.645 0.576 -0.854 0.3 0.5 0.2 -1.143
O -1.008 2.533 0.759 0.1 -0.2 -0.6 -0.826
C -0.255 3.252 -0.243 0.9 -0.7 0.0 -0.264
O -2.452 0.719 1.597 -0.5 0.4 -0.3 -0.808
C -1.509 0.082 2.433 1.0 -0.4 0.4 -0.255
H -4.873 3.507 0.461 -0.1 -0.3 0.2 0.208
H -3.300 4.249 0.576 0.0 -0.2 -0.2 0.178
H -3.732 3.155 1.827 -0.2 -0.7 -0.1 0.195
H -0.328 4.308 -0.009 0.0 0.0 -0.2 0.202
H -0.506 3.005 -1.277 -0.7 0.2 0.2 0.203
H 0.774 2.883 -0.190 0.0 0.4 0.4 0.190
H -1.967 -0.458 3.261 -0.6 0.2 -0.3 0.206
H -0.843 0.818 2.892 0.0 0.0 -0.2 0.184
H -0.927 -0.662 1.883 0.0 0.1 -0.1 0.190
```
Forces are in eV/Å.

[6]
Here is a molecular structure, C6H18FO6Y from the OMol25 dataset. Energies are from the ωB97M-V functional and the def2-TZVPD basis.

## Properties
E_HOMO ... -0.524 hartree
E_LUMO ... -12.200 eV
E_tot ... -828.065350 Eh
Gap between HOMO and LUMO ... 2.062 eV
Net charge ... +2

Geometry as XYZ:
```
32
Properties=species:S:1:pos:R:3:forces:R:3:nbo_charge:R:1
Y -4.586 -7.041 -27.170 1.7 4.0 2.4 2.427
F -2.504 -4.847 -26.589 -2.3 -2.7 -0.7 -0.745
C 1.057 -5.356 -22.735 -1.2 -1.5 3.5 -0.113
C 1.467 -5.458 -24.092 0.5 1.1 -3.4 -0.105
O 0.653 -6.346 -24.812 0.1 -1.3 -0.5 -0.672
O 1.472 -6.597 -22.027 -0.1 2.0 -0.4 -0.673
H -0.023 -5.418 -22.603 -0.1 0.3 -0.4 0.185
H 1.355 -4.392 -22.324 0.5 -0.3 0.6 0.203
H 2.533 -5.671 -24.178 -0.1 -0.8 0.0 0.209
H 1.419 -4.502 -24.615 -0.2 0.5 0.2 0.182
H -0.057 -5.886 -25.267 0.1 0.4 0.1 0.471
H 2.295 -6.358 -21.596 0.3 -0.3 0.2 0.475
C -6.640 -4.179 -24.639 -0.2 1.1 -0.9 -0.092
C -6.441 -5.388 -23.767 -0.2 1.0 1.1 -0.103
O -5.359 -6.177 -24.165 1.1 -2.0 -2.7 -0.784
O -6.583 -4.378 -26.106 0.9 -1.9 0.9 -0.803
H -5.890 -3.441 -24.352 0.0 0.1 -0.4 0.206
H -7.634 -3.794 -24.412 0.1 0.1 0.1 0.219
H -7.376 -5.894 -23.527 0.2 -0.6 -0.4 0.200
H -6.017 -5.020 -22.833 -1.0 0.7 0.4 0.220
H -4.968 -6.607 -23.400 0.1 -0.2 0.1 0.520
H -7.029 -3.687 -26.601 -0.1 0.3 0.3 0.519
C -1.248 -0.340 -25.916 -0.7 1.5 1.2 -0.111
C -0.063 -0.905 -26.550 1.4 -0.8 -1.8 -0.111
O -0.394 -1.990 -27.468 0.4 0.8 0.8 -0.684
O -1.556 -1.106 -24.798 -0.6 -1.5 1.5 -0.691
H -2.193 -0.286 -26.457 0.5 0.5 -1.0 0.182
H -0.969 0.606 -25.451 -0.2 0.4 -0.5 0.204
H 0.574 -1.256 -25.738 0.1 -0.3 0.1 0.182
H 0.569 -0.179 -27.062 -0.4 -0.1 -0.5 0.207
H -0.974 -2.556 -26.954 -0.1 -0.5 -0.3 0.442
H -1.642 -2.005 -25.125 -0.3 -0.3 0.4 0.435
```
Forces are in eV/Å.

[7]
Here is a molecular structure, C6H18INO4Pd from the OMol25 dataset. Energies are from the ωB97M-V functional and the def2-TZVPD basis.

## Properties
E_HOMO (spin up / spin down) ... -0.262 / -0.269 hartree
ΔE to the lowest compared entry with this formula, charge and spin ... 0.00 kcal/mol
E_LUMO (spin up / spin down) ... 0.077 / -0.079 eV
E_tot ... -1020.609749 Eh
Spin multiplicity ... 3
Gap between HOMO and LUMO (spin up / spin down) ... 7.218 / 7.244 eV
Expectation value of S² ... 2.01

Geometry as XYZ:
```
31
Properties=species:S:1:pos:R:3:forces:R:3:nbo_charge:R:1
Pd 25.644 -17.642 18.458 1.7 -0.8 0.1 1.140
I 27.994 -15.982 18.649 -0.6 -0.3 -0.1 -0.682
O 26.470 -19.348 17.470 -0.5 0.7 -0.1 -1.077
H 26.241 -19.958 18.174 0.1 -0.4 0.0 0.402
C 22.006 -18.851 16.231 0.8 0.0 0.7 -0.624
C 23.280 -18.245 16.862 -0.2 0.2 -0.9 -0.089
C 23.175 -16.725 16.975 0.1 -0.9 -0.5 -0.070
O 24.438 -16.195 17.362 -1.4 0.4 -0.7 -0.561
C 24.572 -14.841 16.963 0.2 0.5 0.0 -0.254
N 23.668 -18.852 18.136 -0.8 -0.6 0.0 -0.832
H 22.103 -19.938 16.241 -0.1 0.0 0.1 0.218
H 21.918 -18.571 15.183 -0.3 0.3 0.1 0.224
H 21.155 -18.557 16.846 -0.3 -0.1 -0.3 0.200
H 24.108 -18.440 16.172 0.1 0.0 0.2 0.232
H 22.368 -16.422 17.650 0.1 0.1 0.2 0.171
H 22.922 -16.381 15.967 0.0 0.2 0.1 0.188
H 24.499 -14.743 15.877 0.4 -0.2 -0.1 0.177
H 25.527 -14.506 17.357 0.1 0.1 -0.2 0.241
H 23.773 -14.197 17.347 -0.1 -0.3 0.4 0.166
H 22.856 -18.886 18.760 0.2 0.4 0.0 0.363
H 23.827 -19.838 17.919 0.5 0.2 0.2 0.389
C 25.680 -18.211 21.646 0.0 0.1 -0.2 -0.085
C 25.520 -16.719 21.408 1.0 -0.2 1.1 -0.111
O 24.766 -16.472 20.235 -0.6 0.4 0.9 -0.739
O 26.229 -18.781 20.445 -0.1 0.0 0.7 -0.730
H 24.748 -18.725 21.897 -0.2 0.2 -0.1 0.164
H 26.370 -18.349 22.482 0.1 0.0 0.0 0.185
H 26.529 -16.290 21.360 -0.1 -0.1 -0.7 0.218
H 25.135 -16.223 22.307 -0.6 -0.3 -0.2 0.183
H 24.185 -15.725 20.410 0.1 0.0 -0.3 0.497
H 26.437 -19.706 20.616 0.1 0.0 -0.2 0.494
```
Forces are in eV/Å.

[8]
Here is a molecular structure, C6H18KO3 from the OMol25 dataset. Energies are from the ωB97M-V functional and the def2-TZVPD basis.

## Properties
E_HOMO ... -0.514 hartree
ΔE to the lowest compared entry with this formula, charge and spin ... 17.54 kcal/mol
E_LUMO ... -3.114 eV
E_tot ... -1064.877056 Eh
Gap between HOMO and LUMO ... 10.880 eV
Net charge ... +1

Geometry as XYZ:
```
28
Properties=species:S:1:pos:R:3:forces:R:3:nbo_charge:R:1
K -0.756 -0.609 -0.744 0.2 -0.1 0.2 0.981
C -3.210 0.555 3.024 0.1 -0.3 0.4 -0.640
C -1.787 0.266 2.556 -0.8 0.3 0.0 -0.067
O -1.690 -1.005 1.898 0.2 0.2 -0.1 -0.772
H -3.542 -0.200 3.744 0.0 0.0 -0.1 0.213
H -3.915 0.563 2.195 0.0 0.0 0.0 0.215
H -3.271 1.501 3.563 0.1 0.1 -0.2 0.231
H -1.100 0.315 3.401 0.2 0.0 -0.1 0.178
H -1.525 1.019 1.811 0.3 0.0 0.1 0.161
H -1.894 -1.668 2.564 0.0 -0.2 -0.1 0.487
C 0.341 -2.867 -4.041 0.2 0.1 0.0 -0.632
C 0.433 -1.428 -4.489 0.1 -0.1 -0.4 -0.064
O 0.036 -0.585 -3.397 -0.2 0.2 0.4 -0.788
H 0.797 -2.984 -3.055 -0.1 0.0 0.0 0.204
H 0.923 -3.491 -4.718 -0.2 -0.1 -0.1 0.238
H -0.688 -3.220 -4.023 0.0 0.0 0.1 0.215
H -0.209 -1.250 -5.356 -0.1 0.0 0.1 0.178
H 1.451 -1.189 -4.807 0.0 0.1 0.2 0.176
H 0.076 0.338 -3.665 0.1 -0.1 -0.2 0.482
C 3.027 1.871 1.859 0.0 -0.3 0.1 -0.638
C 1.535 1.671 1.664 0.4 0.4 0.0 -0.065
O 1.232 1.177 0.345 -0.5 -0.2 -0.1 -0.777
H 3.242 2.261 2.854 -0.1 0.1 0.0 0.229
H 3.441 2.565 1.127 -0.1 0.0 0.0 0.211
H 3.559 0.923 1.768 0.0 0.0 -0.1 0.219
H 1.011 2.619 1.818 -0.1 -0.1 0.1 0.170
H 1.147 0.942 2.371 -0.1 -0.1 -0.1 0.180
H 1.335 1.910 -0.270 0.2 0.0 0.0 0.475
```
Forces are in eV/Å.